ORCA calculation (ωB97M-V/def2-TZVPD) on a structure of composition C39H31MgN2O5PS2.

Values from the calculation:
- HOMO-LUMO gap (Ha) = 0.284
- spin multiplicity = 1
- energy (eV) = -90572.7495
- M (g/mol) = 727.099
- LUMO level (eV) = 0.121
- E_HOMO (eV) = -7.6
- total charge = 0

Last column: Mulliken charge in e.
Geometry (Å):
Mg1 -0.217935 0.147482 -0.276493  1.290
O1 3.831119 -0.087270 -1.030945  -0.698
C1 2.670909 -0.043149 -1.420742  0.244
O2 1.646418 -0.081786 -0.639356  1.479
C2 2.381485 0.057260 -2.901017  -0.176
C3 1.141010 -0.267506 -3.427102  -0.285
C4 0.865700 -0.159688 -4.794166  -1.305
C5 1.885479 0.294632 -5.590162  1.071
O3 1.876136 0.502187 -6.944409  -0.516
C6 3.174061 0.996295 -7.275205  -0.258
O4 3.954993 1.037007 -6.086460  -0.511
C7 3.129414 0.613828 -5.072177  1.004
C8 3.416498 0.498362 -3.739932  -1.129
H1 0.359943 -0.639301 -2.777448  0.473
H2 -0.101399 -0.412600 -5.204959  0.453
H3 3.078788 2.006277 -7.681475  0.258
H4 3.642069 0.316957 -7.991565  0.247
H5 4.383952 0.734879 -3.321958  0.513
N1 -1.754079 -1.209136 -0.725024  -0.710
S1 -2.974330 -0.630753 -1.583094  0.042
C9 -3.875945 0.556201 -0.585948  0.592
C10 -3.548214 0.747642 0.743738  0.091
C11 -4.241401 1.702754 1.475694  -0.768
C12 -5.236817 2.455080 0.872277  -0.498
C13 -5.543353 2.262829 -0.468662  -0.581
C14 -4.858747 1.312565 -1.207291  -0.712
C15 -4.213627 -1.901031 -1.712710  0.687
C16 -4.386932 -2.475757 -2.962850  -0.423
C17 -5.311587 -3.500511 -3.117446  -0.640
C18 -6.041645 -3.940490 -2.025491  -0.401
C19 -5.858236 -3.359651 -0.775634  -0.712
C20 -4.944939 -2.333590 -0.613276  -0.344
H6 -2.089217 -1.725774 0.086455  0.234
H7 -2.743143 0.188317 1.204749  0.308
H8 -3.988512 1.866567 2.514822  0.441
H9 -5.764547 3.207878 1.442334  0.399
H10 -6.304222 2.866789 -0.944280  0.386
H11 -5.077364 1.172710 -2.258911  0.412
H12 -3.804603 -2.124811 -3.805065  0.432
H13 -5.457505 -3.951308 -4.089602  0.391
H14 -6.761713 -4.738911 -2.145444  0.389
H15 -6.436207 -3.704080 0.071344  0.389
H16 -4.816291 -1.860206 0.351989  0.379
O5 0.004528 -0.290872 1.674236  -0.976
P1 1.339975 -0.035205 2.354914  1.338
C21 2.514523 -1.365890 2.116535  0.437
C22 2.256452 -2.370685 1.191515  -0.431
C23 3.164576 -3.403260 1.021269  -0.624
C24 4.331566 -3.433074 1.770592  -0.566
C25 4.584068 -2.441293 2.707221  -0.741
C26 3.671445 -1.415904 2.890025  -0.343
C27 1.096488 0.047384 4.136416  0.454
C28 1.192914 1.243149 4.837441  -0.305
C29 0.948174 1.271534 6.203962  -0.733
C30 0.606715 0.107124 6.872565  -0.445
C31 0.512685 -1.092573 6.176654  -0.718
C32 0.759294 -1.122850 4.815848  -0.434
C33 2.016508 1.531724 1.815653  0.525
C34 3.353582 1.694787 1.471059  -0.638
C35 3.786699 2.912177 0.970664  -0.604
C36 2.889759 3.955550 0.793886  -0.607
C37 1.551668 3.792209 1.122999  -0.802
C38 1.116375 2.584018 1.641595  -0.420
H17 1.358489 -2.334725 0.591918  0.129
H18 2.965756 -4.177806 0.292625  0.436
H19 5.045282 -4.233436 1.625418  0.392
H20 5.490831 -2.466359 3.297017  0.424
H21 3.866163 -0.656395 3.638776  0.437
H22 1.467726 2.155601 4.323272  0.347
H23 1.030339 2.206343 6.742564  0.418
H24 0.418366 0.129334 7.938035  0.392
H25 0.253283 -2.005826 6.695823  0.407
H26 0.696723 -2.062909 4.279902  0.393
H27 4.037665 0.860388 1.515204  0.242
H28 4.820365 3.030613 0.675474  0.416
H29 3.229461 4.891805 0.370599  0.405
H30 0.841528 4.588801 0.945570  0.483
H31 0.065342 2.451698 1.872889  0.525
S2 -0.630234 4.316763 -2.327723  -0.440
C39 -0.800086 2.889182 -1.582619  0.373
N2 -0.940493 1.851703 -1.046898  -1.088

Atoms 1-2, force components in eV/Å:
0.2952 -0.0129 -0.0388
-0.0640 0.0487 -0.0398